C13H18N2OS as an isolated structure at a distorted geometry, computed with the ωB97M-V functional and the def2-TZVPD basis.

Its HOMO energy is -8.8403 eV. The max |F| comes out at 1.32 eV/Å. For the energy above the lowest of the compared OMol25 structures with the same formula, charge and spin, the calculation gives 2.251 eV. Its orbital gap is 8.4554 eV.

```
! wB97M-V def2-TZVPD RIJCOSX def2/J DEFGRID3
* xyz 0 1
C 0.40 -1.04 -1.04
C -0.01 -1.79 -2.06
C -1.19 -1.52 -2.97
C -2.19 -0.57 -2.36
C -1.97 0.77 -2.22
C -2.91 1.64 -1.60
C -4.09 1.17 -1.12
C -4.35 -0.22 -1.27
N -5.47 -0.84 -0.86
S -5.31 -2.38 -1.27
N -3.85 -2.37 -1.95
C -3.43 -1.10 -1.88
H -0.23 -0.33 -0.53
H 1.43 -1.08 -0.70
H 0.53 -2.71 -2.25
H -0.86 -1.20 -3.95
H -1.69 -2.47 -3.11
H -1.03 1.15 -2.57
H -2.64 2.68 -1.51
H -4.82 1.80 -0.63
C 2.85 -0.94 3.28
C 3.60 -0.38 2.09
O 2.78 0.35 1.19
C 2.12 1.49 1.72
C 3.06 2.55 2.28
H 2.03 -1.58 2.95
H 3.53 -1.53 3.91
H 2.42 -0.16 3.91
H 4.01 -1.20 1.50
H 4.45 0.23 2.42
H 1.39 1.18 2.48
H 1.55 1.91 0.89
H 3.65 2.17 3.12
H 2.49 3.41 2.63
H 3.76 2.88 1.51
*
```